Here is a 2-piece molecular cluster, C6H10O overall from the OMol25 dataset. Energies are from ωB97M-V/def2-TZVPD.

Element x y z (Å)
C  -0.911  -0.471  -1.855
C  -0.350  -1.059  -0.832
C  0.179  -1.239  0.360
C  1.645  -1.212  0.663
O  -0.565  -1.562  1.469
H  -1.079  0.605  -1.768
H  -1.215  -0.948  -2.782
H  2.026  -2.231  0.792
H  2.198  -0.717  -0.139
H  1.816  -0.666  1.598
H  -1.498  -1.457  1.238
C  -0.709  2.146  -0.271
C  -0.044  1.537  0.706
H  -1.797  2.188  -0.283
H  -0.191  2.572  -1.128
H  -0.547  1.058  1.546
H  1.042  1.454  0.687

Properties
LUMO (eV): 0.9
2S+1: 1
Frontier orbital gap (eV): 9.5
Net charge: 0
E_HOMO (Eh): -0.3160
Energy (eV): -8428.60431
Max |F| (eV/A): 0.43
Molecular weight (g/mol): 98.14
SMILES: C=C=C(C)O.C=C

These are the natural (NBO) partial charges, in e, on atoms 1 to 8: -0.4336 -0.0588 0.2607 -0.6515 -0.6817 0.2102 0.2104 0.2289

Here is one molecule with the formula C6H10O from the OMol25 dataset. Energies are from ωB97M-V/def2-TZVPD.

Element x y z (Å)
C  1.945  0.274  0.255
C  0.527  -0.031  -0.186
C  -0.161  -1.281  0.391
C  -1.591  -1.208  -0.053
C  -1.836  0.274  -0.096
C  -0.520  1.044  0.144
O  0.604  -0.209  -1.606
H  2.308  1.143  -0.305
H  2.601  -0.570  0.020
H  2.009  0.495  1.325
H  -0.284  -1.190  1.490
H  0.357  -2.228  0.205
H  -0.113  -0.790  -1.889
H  -2.599  0.414  0.685
H  -2.358  0.557  -1.021
H  -0.395  1.931  -0.483
H  -0.430  1.352  1.195

Properties
LUMO (eV): -0.1
2S+1: 1
Frontier orbital gap (eV): 8.5
Net charge: 0
E_HOMO (Eh): -0.3154
Energy (eV): -8428.18852
Max |F| (eV/A): 0.52
Molecular weight (g/mol): 98.14

These are the natural (NBO) partial charges, in e, on atoms 1 to 8: -0.6191 0.2565 -0.6221 0.1828 -0.6149 -0.4516 -0.7234 0.2232

Here is C6H10O as an isolated structure from the OMol25 dataset. Energies are from ωB97M-V/def2-TZVPD.

Element x y z (Å)
C  -2.000  0.134  0.208
C  -0.684  -0.383  0.783
O  -0.651  -1.737  0.854
C  1.605  -0.977  0.086
C  0.884  -1.044  -1.065
C  0.595  0.047  -0.008
C  0.955  1.513  -0.121
H  -2.031  1.228  0.161
H  -2.147  -0.266  -0.804
H  -2.832  -0.217  0.830
H  -0.512  0.099  1.765
H  2.578  -1.209  0.494
H  1.261  -1.045  -2.087
H  -0.142  -1.834  -0.647
H  0.218  2.039  -0.740
H  0.960  1.988  0.866
H  1.941  1.664  -0.574

Properties
LUMO (spin up / spin down) (eV): -0.6 / -0.6
2S+1: 1
Frontier orbital gap (spin up / spin down) (eV): 8.2 / 8.2
Net charge: 0
E_HOMO (spin up / spin down) (Eh): -0.3248 / -0.3248
Energy (eV): -8426.45671
Max |F| (eV/A): 1.64
Molecular weight (g/mol): 98.14

These are the natural (NBO) partial charges, in e, on atoms 1 to 8: -0.6370 0.1062 -0.7057 0.1141 -0.4836 -0.0881 -0.6217 0.1951

Here is one molecule with the formula C6H10O from the OMol25 dataset. Energies are from ωB97M-V/def2-TZVPD.

Element x y z (Å)
C  1.747  -0.526  -0.347
C  0.494  0.130  0.716
C  0.010  1.493  0.141
C  -1.364  1.286  -0.426
C  -1.742  0.019  -0.281
C  -0.795  -0.731  0.657
O  -0.537  -2.071  0.316
H  1.534  -0.703  -1.441
H  2.682  0.083  -0.368
H  2.006  -1.501  0.068
H  0.999  0.206  1.677
H  0.713  1.062  -0.564
H  0.334  2.483  0.483
H  -1.900  2.061  -0.975
H  -2.634  -0.450  -0.690
H  -1.269  -0.775  1.645
H  -0.278  -2.067  -0.613

Properties
LUMO (eV): 0.9
2S+1: 1
Frontier orbital gap (eV): 9.5
Net charge: 0
E_HOMO (Eh): -0.3159
Energy (eV): -8428.69506
Max |F| (eV/A): 3.67
Molecular weight (g/mol): 98.14
SMILES: C[C@H]1CC=C[C@H]1O

These are the natural (NBO) partial charges, in e, on atoms 1 to 8: -0.6924 -0.1783 -0.5386 -0.1600 -0.2580 0.0562 -0.7017 0.2083

Here is a 2-piece molecular cluster, C6H10O overall from the OMol25 dataset. Energies are from ωB97M-V/def2-TZVPD.

Element x y z (Å)
C  -1.171  1.133  -0.619
C  -0.138  1.633  0.147
C  1.105  0.991  0.244
C  1.394  -0.167  -0.447
O  2.518  -0.903  -0.222
H  -0.967  0.597  -1.542
H  -2.143  1.621  -0.593
H  -0.358  2.417  0.869
H  1.789  1.297  1.037
H  1.000  -0.364  -1.437
H  2.868  -0.666  0.647
C  -0.342  -1.523  0.207
C  -1.500  -0.784  0.329
H  0.267  -1.760  1.072
H  -0.211  -2.185  -0.646
H  -1.777  -0.383  1.300
H  -2.334  -0.954  -0.346

Properties
LUMO (eV): 0.9
2S+1: 1
Frontier orbital gap (eV): 8.9
Net charge: 0
E_HOMO (Eh): -0.2925
Energy (eV): -8428.33441
Max |F| (eV/A): 0.32
Molecular weight (g/mol): 98.14
SMILES: C=C/C=C/O.C=C

These are the natural (NBO) partial charges, in e, on atoms 1 to 8: -0.3929 -0.2266 -0.3476 0.1893 -0.6772 0.1987 0.2115 0.2079

Here is one molecule with the formula C6H10O from the OMol25 dataset. Energies are from ωB97M-V/def2-TZVPD.

Element x y z (Å)
C  2.675  -1.790  0.987
C  1.857  -1.176  -0.126
C  0.628  -0.720  0.169
C  -0.209  0.031  -0.756
C  -1.232  0.793  -0.368
C  -1.775  2.029  -0.981
O  -1.714  0.598  0.929
H  2.316  -1.505  1.987
H  2.576  -2.876  0.974
H  3.690  -1.391  1.048
H  2.223  -1.016  -1.131
H  0.203  -0.707  1.168
H  0.110  0.029  -1.795
H  -2.283  2.656  -0.261
H  -2.547  1.787  -1.721
H  -1.030  2.510  -1.615
H  -2.557  1.013  1.077

Properties
LUMO (eV): 0.8
2S+1: 1
Frontier orbital gap (eV): 8.5
Net charge: 0
E_HOMO (Eh): -0.2812
Energy (eV): -8430.03600
Max |F| (eV/A): 2.25
Molecular weight (g/mol): 98.14
SMILES: C/C=C/C=C(/C)O

These are the natural (NBO) partial charges, in e, on atoms 1 to 8: -0.6454 -0.1938 -0.2056 -0.3183 0.3300 -0.6781 -0.7064 0.2122

Here is a 2-piece molecular cluster, C6H10O overall from the OMol25 dataset. Energies are from ωB97M-V/def2-TZVPD.

Element x y z (Å)
C  0.103  -1.536  -1.670
C  -0.989  -1.584  -0.913
C  -1.066  -1.117  0.481
C  -0.074  -1.205  1.362
H  0.105  -1.919  -2.685
H  1.026  -1.081  -1.321
H  -1.910  -1.984  -1.334
H  -2.024  -0.706  0.801
H  0.875  -1.659  1.101
H  -0.187  -0.859  2.380
C  0.883  2.093  0.820
C  0.202  1.734  -0.470
O  0.795  1.470  -1.486
H  1.013  3.179  0.850
H  1.867  1.629  0.859
H  0.288  1.792  1.682
H  -0.906  1.755  -0.458

Properties
LUMO (eV): 0.9
2S+1: 1
Frontier orbital gap (eV): 10.0
Net charge: 0
E_HOMO (Eh): -0.3342
Energy (eV): -8429.76808
Max |F| (eV/A): 0.27
Molecular weight (g/mol): 98.14
SMILES: C=CC=C.CC=O

These are the natural (NBO) partial charges, in e, on atoms 1 to 8: -0.3459 -0.2488 -0.2250 -0.3840 0.2013 0.2011 0.2050 0.2029

Here is one molecule with the formula C6H10O from the OMol25 dataset. Energies are from ωB97M-V/def2-TZVPD.

Element x y z (Å)
C  -2.092  -0.263  -0.048
C  -1.052  0.779  -0.432
C  -0.117  1.408  0.573
C  0.416  0.455  -0.457
C  0.906  -0.900  -0.006
C  2.414  -0.941  0.110
O  3.158  -0.288  -0.582
H  -2.200  -0.355  1.038
H  -1.846  -1.256  -0.448
H  -3.071  0.022  -0.448
H  -1.379  1.454  -1.222
H  0.119  2.465  0.489
H  -0.163  1.051  1.602
H  0.996  0.883  -1.269
H  0.625  -1.689  -0.723
H  0.459  -1.191  0.953
H  2.827  -1.633  0.871

Properties
LUMO (eV): 1.0
2S+1: 1
Frontier orbital gap (eV): 10.8
Net charge: 0
E_HOMO (Eh): -0.3579
Energy (eV): -8430.44312
Max |F| (eV/A): 0.49
Molecular weight (g/mol): 98.14
SMILES: C[C@H]1C[C@H]1CC=O

These are the natural (NBO) partial charges, in e, on atoms 1 to 8: -0.6176 -0.2236 -0.4136 -0.2294 -0.5153 0.4518 -0.5200 0.2082

Here is C6H10O as an isolated structure from the OMol25 dataset. Energies are from ωB97M-V/def2-TZVPD.

Element x y z (Å)
O  1.176  -1.406  1.520
C  0.984  -1.067  0.376
C  1.400  0.285  -0.159
C  0.414  1.267  0.524
C  -0.897  1.343  -0.200
C  -0.047  -2.028  -0.691
C  -2.089  1.095  0.329
H  1.287  -2.198  -0.503
H  2.433  0.588  0.068
H  1.274  0.277  -1.241
H  0.866  2.265  0.563
H  0.263  0.946  1.562
H  -0.829  1.639  -1.249
H  -0.305  -2.203  -1.791
H  -0.732  -2.780  -0.218
H  -2.999  1.194  -0.257
H  -2.200  0.783  1.366

Properties
LUMO (eV): 0.9
2S+1: 1
Frontier orbital gap (eV): 10.0
Net charge: 0
E_HOMO (Eh): -0.3335
Energy (eV): -8427.46504
Max |F| (eV/A): 3.46
Molecular weight (g/mol): 98.14

These are the natural (NBO) partial charges, in e, on atoms 1 to 8: -0.5604 0.5358 -0.4925 -0.4312 -0.1710 -0.6881 -0.3906 0.2376

Here is C6H10O as an isolated structure from the OMol25 dataset. Energies are from ωB97M-V/def2-TZVPD.

Element x y z (Å)
C  -0.878  0.879  0.836
C  -1.614  1.719  0.135
C  1.178  0.898  -0.553
C  0.461  0.325  0.458
C  0.915  -0.804  1.193
C  1.618  -1.881  0.562
H  -1.175  0.497  1.815
H  -2.350  2.327  0.653
H  -1.371  2.066  -0.867
H  1.960  0.414  -1.116
H  0.833  1.870  -0.884
H  2.164  -1.091  1.330
H  1.540  -2.897  0.935
H  2.054  -1.858  -0.441
H  -1.555  -1.650  -1.412
H  -0.955  -0.227  -1.191
O  -1.410  -0.797  -1.843

Properties
LUMO (eV): -0.3
2S+1: 1
Frontier orbital gap (eV): 8.1
Net charge: 0
E_HOMO (Eh): -0.3063
Energy (eV): -8425.65096
Max |F| (eV/A): 2.99
Molecular weight (g/mol): 98.14

These are the natural (NBO) partial charges, in e, on atoms 1 to 8: -0.2183 -0.3678 -0.3554 -0.1781 -0.1773 -0.4711 0.2233 0.2121

Here is one molecule with the formula C6H10O from the OMol25 dataset. Energies are from ωB97M-V/def2-TZVPD.

Element x y z (Å)
C  -0.566  -1.939  0.806
C  -0.715  -1.052  -0.184
C  -1.744  -1.218  -1.277
C  0.141  0.132  -0.344
C  1.198  0.433  0.406
C  1.627  1.856  0.769
O  1.472  2.859  -0.231
H  -1.087  -2.880  0.678
H  -0.066  -1.722  1.737
H  -2.509  -0.445  -1.232
H  -1.285  -1.242  -2.264
H  -2.248  -2.171  -1.112
H  -0.196  0.924  -1.011
H  1.829  -0.281  0.931
H  0.960  2.035  1.613
H  2.684  1.806  1.015
H  0.506  2.907  -0.298

Properties
LUMO (eV): 0.7
2S+1: 1
Frontier orbital gap (eV): 9.2
Net charge: 0
E_HOMO (Eh): -0.3147
Energy (eV): -8429.56478
Max |F| (eV/A): 1.59
Molecular weight (g/mol): 98.14
SMILES: C=C(C)/C=C/CO

These are the natural (NBO) partial charges, in e, on atoms 1 to 8: -0.4014 -0.0118 -0.6355 -0.2574 -0.1533 -0.1012 -0.6935 0.1943

Here is one molecule with the formula C6H10O from the OMol25 dataset. Energies are from ωB97M-V/def2-TZVPD.

Element x y z (Å)
C  -1.029  2.839  1.862
C  -0.764  1.532  1.146
C  -0.003  1.397  0.067
C  0.471  0.237  -0.757
C  0.022  -1.108  -0.225
C  0.498  -2.132  -1.257
O  0.976  -3.198  -0.966
H  -1.952  3.343  1.528
H  -0.205  3.570  1.810
H  -1.313  2.579  2.903
H  -1.109  0.643  1.667
H  0.154  2.422  -0.334
H  1.595  0.437  -0.535
H  0.329  0.457  -1.815
H  -1.043  -1.037  -0.393
H  0.315  -1.442  0.772
H  0.471  -1.800  -2.283

Properties
LUMO (eV): 1.0
2S+1: 1
Frontier orbital gap (eV): 10.3
Net charge: 0
E_HOMO (Eh): -0.3426
Energy (eV): -8429.96630
Max |F| (eV/A): 4.24
Molecular weight (g/mol): 98.14
SMILES: C/C=C/CCC=O

These are the natural (NBO) partial charges, in e, on atoms 1 to 8: -0.6495 -0.2009 -0.1793 -0.4385 -0.5212 0.4525 -0.5167 0.2170

Here is one molecule with the formula C6H10O from the OMol25 dataset. Energies are from ωB97M-V/def2-TZVPD.

Element x y z (Å)
C  1.994  -0.890  -0.602
C  0.912  0.175  -0.554
C  0.436  0.589  0.868
C  -0.984  0.209  0.464
C  -2.261  0.789  0.868
O  -1.863  -0.507  1.305
C  -0.527  -0.303  -0.898
H  1.701  -1.761  -0.001
H  2.171  -1.235  -1.628
H  2.942  -0.512  -0.204
H  1.208  1.042  -1.154
H  0.828  -0.053  1.664
H  0.592  1.637  1.146
H  -2.286  1.554  1.644
H  -3.094  0.806  0.164
H  -0.998  0.163  -1.770
H  -0.616  -1.391  -0.985

Properties
LUMO (eV): 1.0
2S+1: 1
Frontier orbital gap (eV): 11.1
Net charge: 0
E_HOMO (Eh): -0.3681
Energy (eV): -8429.85924
Max |F| (eV/A): 0.32
Molecular weight (g/mol): 98.14
SMILES: C[C@H]1C[C@]2(CO2)C1

These are the natural (NBO) partial charges, in e, on atoms 1 to 8: -0.6034 -0.2037 -0.4301 0.2097 -0.1049 -0.4831 -0.4301 0.2036

Here is a 2-piece molecular cluster, C6H10O overall from the OMol25 dataset. Energies are from ωB97M-V/def2-TZVPD.

Element x y z (Å)
O  2.420  -0.842  0.959
C  1.238  -0.253  0.629
C  1.127  1.080  0.573
C  -0.147  1.686  0.172
C  -1.267  0.966  0.045
C  -1.279  -0.510  0.365
C  0.105  -1.165  0.228
H  2.324  -1.799  0.882
H  1.987  1.705  0.794
H  -0.162  2.758  -0.013
H  -2.207  1.438  -0.230
H  -1.648  -0.641  1.394
H  -1.990  -1.038  -0.281
H  0.135  -2.081  0.834
H  0.278  -1.472  -0.815
H  -0.420  -0.144  -3.062
H  -0.494  0.310  -2.475

Properties
LUMO (eV): 0.9
2S+1: 1
Frontier orbital gap (eV): 8.6
Net charge: 0
E_HOMO (Eh): -0.2850
Energy (eV): -8429.93956
Max |F| (eV/A): 0.42
Molecular weight (g/mol): 98.14
SMILES: OC1=CC=CCC1.[H][H]

These are the natural (NBO) partial charges, in e, on atoms 1 to 8: -0.6641 0.3584 -0.3565 -0.2056 -0.2053 -0.4339 -0.4701 0.4764

Energy relative to the best compared isomer or geometry (same formula, charge and spin) values (in eV) by entry order: 2.6361; 3.0518; 4.7837; 2.5453; 2.9059; 1.2044; 1.4723; 0.7972; 3.7753; 5.5894; 1.6756; 1.2741; 1.3811; 1.3008.